P:
Density functional theory data (ωB97M-V/def2-TZVPD) for the ion C5H10N with charge +1.

Geometry as XYZ:
```
16
C5H10N, DFT ωB97M-V/def2-TZVPD
C -0.31167 -1.90986 0.60557
N -0.94140 -0.80281 0.68081
C -0.75434 0.37399 -0.11727
C -1.76528 1.23569 -0.11501
C 0.52149 0.48462 -0.89542
C 1.79244 0.42535 -0.01322
H -0.67972 -2.84945 0.99656
H 0.67450 -1.84883 0.15331
H -1.57310 -0.65524 1.47031
H -1.59144 2.22101 -0.52691
H -2.74624 1.04646 0.30266
H 0.52823 -0.36729 -1.58084
H 0.43442 1.41077 -1.45506
H 1.56223 0.50116 1.04478
H 2.47963 1.20931 -0.32324
H 2.37026 -0.47487 -0.22705
```

Output
Multiplicity   1
Total charge   +1

Q:
Density functional theory data (ωB97M-V/def2-TZVPD) for a cluster of 2 separate species, C5H10N in total.

Geometry as XYZ:
```
16
C5H10N, DFT ωB97M-V/def2-TZVPD
C 1.29945 -1.82292 -0.33438
C 1.44841 -0.79256 0.61823
C 0.14720 -0.82093 -0.18734
C -2.92922 -0.02706 -0.22587
C 0.80975 1.61141 0.34710
N 1.11965 0.30069 -0.23766
H 1.88930 -1.80756 -1.26253
H 1.48633 -2.83621 -0.07020
H 1.44481 -0.55053 1.70120
H -3.05536 0.54170 0.66674
H -3.20991 -1.01541 -0.25792
H -2.64752 0.44003 -1.16666
H 0.14456 1.56990 1.27669
H 1.78039 2.06503 0.66188
H 0.16543 2.05654 -0.41273
H 1.59409 0.40968 -1.13769
```

Output
Multiplicity   1
Total charge   +1

R:
Density functional theory data (ωB97M-V/def2-TZVPD) for a cluster of 2 separate species, C5H10N in total.

Geometry as XYZ:
```
16
C5H10N, DFT ωB97M-V/def2-TZVPD
C -3.95088 -0.25366 0.25804
C -2.74493 -0.52952 0.13638
C 1.23101 1.11254 0.71308
C 1.19064 0.97224 -0.83785
C 0.75582 -0.14120 0.09949
N 1.72666 -1.31568 0.02341
H -4.44684 0.30407 1.13168
H -4.78186 -0.38548 -0.60572
H -1.68191 -0.84930 0.13143
H 2.27298 0.92322 1.20441
H 0.59350 1.94370 0.97900
H 0.53555 1.68217 -1.28165
H 1.98850 0.77937 -1.42433
H 1.60358 -1.77108 -0.91850
H 1.58908 -2.00463 0.73541
H 2.80521 -1.04712 -0.02477
```

Output
Multiplicity   1
Total charge   +1

Most stable to least stable: P, R, Q

P:
Density functional theory data (ωB97M-V/def2-TZVPD) for a cluster of 3 separate species, C5H15NO2 in total.

Geometry as XYZ:
```
23
C5H15NO2, DFT ωB97M-V/def2-TZVPD
C -2.57336 -0.58749 -1.00906
C -1.04648 -0.11244 -1.06724
N -0.88506 0.87083 0.09563
C -1.37726 0.34106 1.35122
C 0.42114 1.50060 -0.11564
C 1.77764 0.64929 -0.49629
O 1.69470 -0.36353 -1.31639
H -2.72886 -1.20566 -0.07000
H -2.76661 -1.11418 -1.92815
H -3.20325 0.30107 -1.02909
H -0.87127 0.54289 -1.97876
H -0.22309 -0.87721 -0.82954
H -0.79157 0.66832 2.28667
H -2.34881 0.83267 1.55636
H -0.30152 -0.87846 1.63840
H 0.39191 2.15418 -1.00512
H 0.60191 2.16012 0.78135
H 2.06603 0.02197 0.47546
H 2.52476 1.37266 -0.66628
H 1.08101 -1.21181 1.00626
H 5.60334 -2.20682 1.47274
H 5.15520 -2.51197 1.99336
O 0.65482 -1.49768 1.77253
```

Output
Multiplicity   1

Q:
Density functional theory data (ωB97M-V/def2-TZVPD) for a cluster of 2 separate species, C5H15NO2 in total.

Geometry as XYZ:
```
23
C5H15NO2, DFT ωB97M-V/def2-TZVPD
C -0.26925 2.32738 0.83822
N 1.09313 1.80514 0.89440
C 1.19845 0.42318 1.38813
C 1.47648 -0.66545 0.37744
C 0.36082 -0.86194 -0.63741
C -0.61399 -1.97586 -0.25387
O 0.96544 -1.15230 -1.90250
H -0.60200 2.44133 1.87088
H -0.95596 1.69728 0.26723
H -0.21741 3.30876 0.36365
H 1.58373 1.90638 0.02668
H 0.30349 0.17798 1.96969
H 1.96592 0.46923 2.16812
H 2.39638 -0.51824 -0.17737
H 1.61903 -1.59232 0.93351
H -0.23893 0.03763 -0.78190
H -0.74213 -2.17268 0.81278
H -1.58859 -1.89206 -0.75515
H -0.31660 -2.94366 -0.68790
H 0.35928 -1.67597 -2.43350
O -3.30339 0.11303 -0.47629
H -3.05687 1.00602 -0.75107
H -2.54539 -0.44572 -0.28472
```

Output
Multiplicity   1

Most stable to least stable: Q, P

P:
Density functional theory data (ωB97M-V/def2-TZVPD) for a cluster of 2 separate species, C3H8NP in total.

Geometry as XYZ:
```
13
C3H8NP, DFT ωB97M-V/def2-TZVPD
C 1.91522 -0.62475 -0.70715
C -2.25068 -1.07571 -0.98923
C 2.08029 1.08328 1.07433
N 2.18895 0.22283 0.04103
P -1.48041 0.41432 -0.59019
H -1.49992 -1.86632 -0.87540
H -3.16781 -1.31772 -0.46104
H -2.46421 -1.02621 -2.08082
H 2.89896 0.81407 1.81418
H 1.18764 0.87864 1.69891
H 2.06448 2.16237 0.87099
H -1.35632 0.29687 0.84575
H -0.11619 0.03834 -0.64137
```

Output
Multiplicity   1

Q:
Density functional theory data (ωB97M-V/def2-TZVPD) for the molecule C3H8NP.

Geometry as XYZ:
```
13
C3H8NP, DFT ωB97M-V/def2-TZVPD
C 2.36761 -0.60474 0.49293
P 1.68787 0.75660 -0.16267
N 0.01289 0.45219 -0.17945
C -0.63492 -0.80157 -0.10517
C -0.72010 1.60565 0.38376
H 3.43770 -0.72073 0.71232
H 1.75849 -1.34097 0.87908
H 0.01617 -1.67304 -0.36452
H -0.90301 -0.82955 0.96406
H -1.45478 -0.98303 -0.91189
H -0.14780 2.47315 0.18204
H -1.72509 1.58831 0.05824
H -0.72006 1.46007 1.47398
```

Output
Multiplicity   1

R:
Density functional theory data (ωB97M-V/def2-TZVPD) for a structure of composition C3H8NP.

Geometry as XYZ:
```
13
C3H8NP, DFT ωB97M-V/def2-TZVPD
C -0.70953 -1.77802 -0.20266
C 2.50536 0.67879 0.15065
C -2.40815 0.80131 0.03757
N 1.39687 -0.15745 0.02857
P -0.23520 -0.12812 0.02722
H -1.72047 -1.84065 -0.38775
H 0.15416 -2.35914 -0.41858
H 2.79024 1.15547 -0.74716
H 2.55148 1.42165 0.96432
H 3.27251 -0.17659 0.56619
H -2.80747 0.27716 -0.81621
H -2.80451 0.31296 0.84327
H -1.98529 1.79264 -0.04542
```

Output
Multiplicity   1

Most stable to least stable: Q, P, R

P:
Density functional theory data (ωB97M-V/def2-TZVPD) for the molecule C3H8NP.

Geometry as XYZ:
```
13
C3H8NP, DFT ωB97M-V/def2-TZVPD
C 0.78123 -0.02281 -1.31636
C -1.45777 0.12613 0.52489
C 0.95178 0.11056 0.20842
N -0.17732 -0.33603 1.02942
P 0.01512 -1.12509 2.44923
H 0.14572 0.75575 -1.72532
H 0.37291 -1.00054 -1.56551
H -2.24605 -0.12240 1.23234
H -1.43417 1.20782 0.37917
H -1.67998 -0.34514 -0.43501
H 1.81651 -0.46756 0.53951
H 1.76854 0.05490 -1.76642
H 1.14349 1.16441 0.44564
```

Output
Multiplicity   1

Q:
Density functional theory data (ωB97M-V/def2-TZVPD) for the molecule C3H8NP.

Geometry as XYZ:
```
13
C3H8NP, DFT ωB97M-V/def2-TZVPD
C -1.44186 -1.09502 -0.25949
C -0.13433 -0.25330 -0.13468
C -0.48010 1.15144 0.14014
N 0.98023 -0.81751 -0.18821
P 2.59317 -0.28818 -0.27011
H -1.80620 -1.01112 -1.37001
H -2.25069 -0.49844 0.29132
H -1.39032 -2.13468 0.01428
H -0.39841 1.36578 1.24373
H -1.40241 1.48328 -0.18859
H 0.29921 1.78044 -0.33403
H 2.93177 -0.76665 1.03456
H 2.49993 1.08396 0.02109
```

Output
Multiplicity   1

Most stable to least stable: Q, P

P:
Density functional theory data (ωB97M-V/def2-TZVPD) for a cluster of 2 separate species, C2H2ClNO2 in total.

Geometry as XYZ:
```
8
C2H2ClNO2, DFT ωB97M-V/def2-TZVPD
C -0.07896 0.62283 -0.35403
C -0.93571 -0.09710 0.44988
N 1.44020 -1.35295 0.10149
O 1.00969 1.07143 -0.05327
O 2.15735 -0.46422 -0.01900
Cl -2.50682 -0.20780 -0.07640
H -0.39458 0.76961 -1.49889
H -0.69116 -0.34178 1.45021
```

Output
Multiplicity   1

Q:
Density functional theory data (ωB97M-V/def2-TZVPD) for the molecule C2H2ClNO2.

Geometry as XYZ:
```
8
C2H2ClNO2, DFT ωB97M-V/def2-TZVPD
C 0.25330 0.79039 -0.95335
C -0.02596 0.30725 0.24650
Cl -0.98970 1.35370 1.48049
N -0.03291 -1.08175 0.64645
O 0.53531 -1.78850 -0.16798
O -0.64049 -1.49364 1.60556
H 0.11608 1.79988 -1.13618
H 0.78437 0.11268 -1.72150
```

Output
Multiplicity   1

R:
Density functional theory data (ωB97M-V/def2-TZVPD) for the molecule C2H2ClNO2.

Geometry as XYZ:
```
8
C2H2ClNO2, DFT ωB97M-V/def2-TZVPD
O 1.59943 -0.99615 -0.43228
C 1.12915 0.05479 -0.13806
C -0.42110 0.26764 0.13650
Cl -0.85916 1.95615 -0.30172
N -1.18930 -0.58361 -0.54386
O -1.29454 -1.69550 -0.05448
H 1.64884 0.94836 0.10276
H -0.61332 0.04832 1.23115
```

Output
Multiplicity   1

Most stable to least stable: R, Q, P

P:
Density functional theory data (ωB97M-V/def2-TZVPD) for the molecule C7H10N2.

Geometry as XYZ:
```
19
C7H10N2, DFT ωB97M-V/def2-TZVPD
C -0.91919 0.37071 2.99722
C -1.04219 0.66961 1.71116
C -0.47007 -0.10201 0.64476
N 0.34319 -1.08409 0.93769
C 0.70320 -1.75913 -0.31186
C 0.11504 -0.81463 -1.38075
C 1.06536 0.36196 -1.86337
C -0.00543 1.30148 -1.19372
N -0.77799 0.13869 -0.75649
H -0.34321 -0.54995 3.17992
H -1.30478 1.05112 3.74557
H -1.68204 1.49539 1.54276
H 0.28813 -2.75919 -0.32722
H 1.78707 -1.95840 -0.36497
H -0.52387 -1.31943 -2.13933
H 2.00425 0.56489 -1.26822
H 1.10150 0.51081 -2.95568
H -0.63388 1.91963 -1.82524
H 0.29491 1.96257 -0.37222
```

Output
Multiplicity   1

Q:
Density functional theory data (ωB97M-V/def2-TZVPD) for a structure of composition C7H10N2.

Geometry as XYZ:
```
19
C7H10N2, DFT ωB97M-V/def2-TZVPD
C -1.18050 -0.31893 1.55847
C -0.97041 0.16304 0.06104
C -1.92206 0.77403 -0.60271
C 0.45112 0.50430 -0.39777
C 1.83937 0.47024 0.51010
C 1.88749 -0.98301 1.16710
C 1.64421 -2.21844 1.38185
H -0.87256 0.67763 2.42520
H -2.33135 -0.95343 1.30456
H -0.26704 -1.39363 1.89957
H -2.90195 1.13145 -0.15644
H -1.68090 1.52363 -1.49148
H 1.76403 1.25332 1.10976
H 3.01262 0.58584 0.17323
H 1.86399 -3.37482 1.34968
H -1.11826 0.30601 -2.46718
H 0.17414 0.44617 -3.44963
N 0.81108 0.70752 -1.62997
N -0.20302 0.69908 -2.74536
```

Output
Multiplicity   1

R:
Density functional theory data (ωB97M-V/def2-TZVPD) for the molecule C7H10N2.

Geometry as XYZ:
```
19
C7H10N2, DFT ωB97M-V/def2-TZVPD
H -3.17470 0.59777 -1.22226
N -2.65151 -0.14462 -0.77647
C -1.61504 0.10110 -0.10167
C -0.74726 1.24398 0.16254
C 0.61580 0.82195 0.75348
C 1.74699 1.02272 -0.25805
C 2.18184 -0.15526 -0.73641
C 1.25065 -1.25004 -0.31601
C 0.42478 -0.67072 0.85318
N -0.99832 -0.97396 0.46955
H -1.16854 1.85711 0.99132
H -0.77587 1.89278 -0.68100
H 0.91165 1.35393 1.69572
H 1.98157 1.96481 -0.72797
H 3.04684 -0.13833 -1.46293
H 1.79105 -2.16187 -0.05558
H 0.59472 -1.45985 -1.11214
H 0.74054 -0.98881 1.84783
H -1.54497 -1.76980 0.73306
```

Output
Multiplicity   1

S:
Density functional theory data (ωB97M-V/def2-TZVPD) for a cluster of 2 separate species, C7H10N2 in total.

Geometry as XYZ:
```
19
C7H10N2, DFT ωB97M-V/def2-TZVPD
C -2.11831 1.60724 1.06141
C -0.61455 0.63000 -0.15462
C -1.84221 0.30150 -0.63948
C 2.71904 -1.21100 -0.82865
C 2.18982 -0.62907 0.20223
C -2.26666 -0.47097 -1.86626
C 2.13947 -0.52509 1.61090
N -2.79368 0.92679 0.13186
N -0.75239 1.29583 0.97829
H -2.44424 2.27416 1.83586
H 3.70905 -1.80678 -0.94261
H 2.36012 -0.88491 -1.91445
H -1.69968 -0.03791 -2.77445
H -1.82979 -1.59752 -1.78004
H -3.23960 -0.52198 -2.21200
H 2.92465 -0.88428 2.15014
H 2.38873 0.61383 1.73699
H 1.06789 -0.69651 1.98624
H 0.10232 1.61666 1.41863
```

Output
Multiplicity   1

Most stable to least stable: R, P, S, Q

P:
Density functional theory data (ωB97M-V/def2-TZVPD) for a structure of composition C6H8N2O2.

Geometry as XYZ:
```
18
C6H8N2O2, DFT ωB97M-V/def2-TZVPD
O -0.37738 2.55990 -0.42775
C -0.86439 1.47311 -0.29747
C -1.53609 0.47267 -1.22525
C -2.01167 -0.18055 0.06799
C -0.92000 -0.52606 0.98443
C 0.40387 -1.08379 0.51145
C 1.57432 -0.66954 1.30356
N 2.29575 0.03799 1.91896
N -1.34476 0.89827 0.92654
H -2.35357 0.94801 -1.78292
H -0.87276 -0.06129 -1.91983
H -3.04152 -0.47167 0.27040
H -1.22469 -0.94805 1.94372
H 0.34692 -2.18289 0.53937
H 0.60381 -0.82894 -0.53849
O 2.93106 0.35968 -1.01258
H 3.23582 -0.51548 -1.27238
H 3.15528 0.71863 0.01026
```

Output
Multiplicity   1

Q:
Density functional theory data (ωB97M-V/def2-TZVPD) for the molecule C6H8N2O2.

Geometry as XYZ:
```
18
C6H8N2O2, DFT ωB97M-V/def2-TZVPD
H -0.94655 3.76295 -0.38123
N -0.40865 2.91994 -0.73739
C -1.03659 1.90248 -0.31679
O -2.14501 2.15229 0.50184
C -0.46268 0.53817 -0.26732
C 0.84901 0.27992 -0.42459
C 1.12010 -1.10586 -0.03618
N 2.24533 -1.65354 0.22345
O 3.31703 -0.85064 -0.12044
C -0.19930 -1.81408 0.18311
C -1.25511 -0.68998 0.11774
H -2.39015 1.36790 1.00812
H 1.61087 1.01148 -0.68189
H 4.07977 -1.43463 -0.08534
H -0.21552 -2.33827 1.14724
H -0.35636 -2.56804 -0.60003
H -1.76196 -0.58380 1.09014
H -2.04423 -0.89629 -0.62045
```

Output
Multiplicity   1

R:
Density functional theory data (ωB97M-V/def2-TZVPD) for the molecule C6H8N2O2.

Geometry as XYZ:
```
18
C6H8N2O2, DFT ωB97M-V/def2-TZVPD
N 3.13261 -0.36757 -0.61159
C 2.50776 0.38305 0.30279
O 3.31415 1.33485 0.57013
C 1.04734 0.73720 0.13770
C 0.10160 -0.45444 0.07320
C -1.34791 -0.08278 0.10092
C -2.46482 -0.97409 0.13035
C -3.53427 -0.14153 0.07560
O -3.12283 1.12932 0.04084
N -1.75093 1.16288 0.06033
H 2.74480 -1.29266 -0.74890
H 4.12850 0.35518 -0.53433
H 0.79791 1.39966 0.97877
H 0.95128 1.34705 -0.77251
H 0.27217 -1.03294 -0.84807
H 0.28410 -1.14269 0.91274
H -2.45575 -2.05901 0.13805
H -4.60569 -0.30147 -0.00603
```

Output
Multiplicity   1

S:
Density functional theory data (ωB97M-V/def2-TZVPD) for a cluster of 2 separate species, C6H8N2O2 in total.

Geometry as XYZ:
```
18
C6H8N2O2, DFT ωB97M-V/def2-TZVPD
O 1.74752 -0.70551 -2.09673
C 0.92797 -1.12278 -1.27120
C 1.02655 -1.77909 -0.04881
C 0.03074 -1.62550 0.88542
N -1.16404 -1.14422 0.44074
C -1.48276 -0.52204 -0.78123
O -2.51512 -0.01921 -1.01198
N -0.37032 -0.71347 -1.58864
H 2.02902 -2.37353 0.00586
H 0.16185 -1.78832 1.97755
H -1.99998 -1.14388 1.03941
H -0.49129 -0.08724 -2.45262
C -0.29716 2.29226 0.86737
C 0.96482 2.08391 0.72950
H -1.02212 2.24701 0.00793
H -0.74019 2.28511 1.83407
H 1.61470 2.18532 -0.20566
H 1.57981 1.93120 1.66904
```

Output
Multiplicity   1

Most stable to least stable: S, Q, P, R

P:
Density functional theory data (ωB97M-V/def2-TZVPD) for the molecule C6H8N2O2.

Geometry as XYZ:
```
18
C6H8N2O2, DFT ωB97M-V/def2-TZVPD
C -2.79526 2.00373 -0.14110
C -2.08911 1.02985 -0.01826
C -1.24441 -0.13417 0.15753
N -1.61131 -1.34224 0.19107
C -2.99476 -1.71849 0.04592
O 0.05147 0.22056 0.26268
C 1.01259 -0.81247 0.19801
C 2.40528 -0.24338 0.38634
N 2.83506 0.64231 -0.51924
O 3.15053 -0.75074 1.22265
H -3.42152 2.87407 -0.23716
H -3.15077 -2.69505 0.52583
H -3.70529 -0.99484 0.47674
H -3.22074 -1.84320 -1.02281
H 0.83354 -1.56296 0.98158
H 0.97054 -1.32278 -0.77511
H 2.40672 1.55476 -0.59479
H 3.69699 0.40078 -1.01632
```

Output
Multiplicity   1

Q:
Density functional theory data (ωB97M-V/def2-TZVPD) for a cluster of 2 separate species, C6H8N2O2 in total.

Geometry as XYZ:
```
18
C6H8N2O2, DFT ωB97M-V/def2-TZVPD
O -0.56022 0.44085 -3.59641
C -0.65830 0.07471 -2.42058
C -0.92974 1.04515 -1.39835
C -1.09553 0.70414 -0.10198
N -1.16302 -0.74723 0.23739
C -0.53009 -1.71046 -0.62219
O -0.09035 -2.77976 -0.25672
N -0.56075 -1.27906 -1.97498
H -1.21655 2.00669 -1.67654
H -1.16340 1.35527 0.88212
H -1.01937 -1.07042 1.26541
H -0.29096 -2.00402 -2.67894
C 1.30041 0.36195 1.52746
C 1.91126 0.96484 2.60327
H 1.49599 0.64823 0.46424
H 0.87066 -0.56091 1.53272
H 2.19630 2.01777 2.69334
H 1.50366 0.53228 3.52076
```

Output
Multiplicity   1

Most stable to least stable: Q, P